1.
{"formula": "C21H27N3O2S", "method": "wB97M-V/def2-TZVPD", "total_charge": 0, "relative_energy_kcal_mol": 0.59, "smiles": "CCCCN(CC)CCCNC(=O)c1cc2c(=O)[nH]c3ccccc3c2s1", "species": ["H", "C", "H", "C", "C", "C", "C", "H", "H", "H", "C", "O", "C", "N", "H", "H", "C", "C", "C", "H", "C", "H", "C", "N", "O", "H", "H", "C", "H", "H", "H", "C", "S", "H", "C", "C", "H", "H", "H", "H", "C", "C", "H", "H", "C", "H", "N", "H", "H", "H", "C", "H", "C", "H"], "xyz": [[-0.704491, 0.147382, 1.104327], [0.696952, 1.831452, -0.780749], [-0.768115, -1.137102, 4.589153], [6.997111, -0.070008, 0.269445], [-3.835850, 1.827411, 0.068574], [-0.657946, -1.515587, 2.467765], [2.612764, -1.259550, -1.469230], [-4.888507, -0.059783, 0.075575], [-3.976688, -2.967837, -0.681959], [0.074354, 0.000734, -1.762094], [6.137612, -0.960401, -0.337224], [-0.417777, 3.891421, -0.474904], [6.554167, 1.194198, 0.649361], [-2.857707, -0.390559, -0.466690], [-2.893030, -1.976469, 0.946700], [-1.690721, 1.032503, -0.985300], [-1.037196, -0.892200, 1.124720], [-2.945344, 2.666702, -0.847882], [-2.780453, -1.367936, -1.543469], [-4.872602, -1.911341, -1.776079], [-2.541720, -0.940100, 0.848052], [-2.230318, -0.694376, 3.716799], [0.844909, 0.568118, -1.274049], [3.943014, -1.481677, -1.176344], [1.934829, -2.131189, -1.979316], [-0.790650, 0.320588, 3.596646], [-0.509124, -1.425848, 0.332328], [-0.497593, 2.701168, -0.725398], [4.297131, -2.396986, -1.427932], [6.481807, -1.941333, -0.631456], [-2.799417, 3.672303, -0.443628], [4.359666, 0.678874, -0.194450], [2.172445, 2.452728, -0.107892], [-3.060758, -0.347136, 1.601938], [-1.144603, -0.705932, 3.664363], [-3.914353, -2.396172, -1.604903], [-1.061367, -2.529351, 2.524342], [8.021737, -0.356758, 0.450982], [-3.727779, -3.088806, -2.421026], [-4.396432, 0.511021, -1.528603], [2.993483, 0.978688, -0.473628], [5.248984, 1.564609, 0.419714], [-1.828277, -1.894003, -1.440804], [0.430863, -1.591885, 2.514435], [2.151984, 0.067595, -1.095249], [7.236763, 1.882108, 1.123491], [-1.648122, 2.050380, -0.985331], [-4.799837, 2.326463, 0.178027], [-3.372829, 1.765851, 1.054318], [-3.411842, 2.754830, -1.837047], [4.811170, -0.601479, -0.577455], [-2.755919, -0.814160, -2.488286], [-4.072486, 0.417920, -0.489044], [4.888099, 2.540905, 0.706344]], "forces_ev_per_a": [[0.0, 0.0, -0.1], [0.5, -0.2, 0.0], [0.0, 0.0, 0.1], [-0.1, -0.1, 0.0], [0.1, -0.1, -0.4], [0.0, 0.2, -0.1], [0.2, -0.1, 0.0], [0.0, 0.0, -0.1], [0.0, -0.1, 0.1], [-0.2, -0.1, -0.1], [0.0, 0.0, 0.0], [0.2, 0.2, 0.1], [0.0, 0.1, 0.1], [-0.1, -0.1, 0.0], [-0.1, 0.0, 0.0], [0.2, 0.0, 0.1], [-0.2, -0.3, 0.2], [-0.2, 0.2, 0.1], [-0.1, -0.2, -0.1], [-0.1, 0.0, 0.0], [0.4, 0.1, 0.0], [-0.1, 0.1, 0.1], [-0.1, 0.4, 0.1], [0.1, -0.4, -0.2], [-0.2, -0.1, -0.1], [0.0, 0.1, 0.0], [0.0, 0.0, -0.1], [-0.3, -0.2, -0.2], [-0.2, 0.1, 0.0], [0.0, -0.1, 0.0], [0.0, -0.1, -0.1], [0.5, -0.3, 0.0], [-0.1, -0.5, -0.2], [-0.1, -0.1, 0.0], [0.1, -0.2, -0.1], [0.2, 0.2, 0.1], [0.1, -0.1, 0.0], [0.1, 0.0, 0.0], [0.0, -0.1, -0.1], [-0.1, 0.0, 0.0], [-0.8, 0.0, -0.2], [0.0, -0.2, -0.1], [0.0, 0.0, -0.1], [0.0, -0.1, 0.0], [0.3, 0.5, 0.3], [0.1, 0.1, 0.0], [0.0, 0.0, -0.1], [0.0, 0.0, 0.1], [0.0, 0.0, 0.1], [0.0, 0.1, 0.1], [0.2, 0.7, 0.3], [0.1, -0.1, 0.0], [-0.1, 0.2, 0.3], [0.0, 0.1, 0.1]], "lowdin_charge": [0.105, -0.408, 0.068, -0.080, -0.153, -0.257, -0.419, 0.123, 0.064, 0.121, -0.019, 0.036, -0.085, -0.221, 0.121, 0.091, -0.193, -0.169, -0.245, 0.066, -0.184, 0.064, -0.046, 0.166, 0.065, 0.075, 0.102, -0.530, 0.163, 0.112, 0.120, -0.166, 1.172, 0.110, -0.109, -0.076, 0.106, 0.104, 0.074, 0.122, -0.388, -0.034, 0.112, 0.105, -0.155, 0.103, 0.075, 0.113, 0.111, 0.122, -0.177, 0.119, -0.200, 0.101]}

=====

2.
{"formula": "C21H27N3O3S", "method": "wB97M-V/def2-TZVPD", "total_charge": 0, "relative_energy_kcal_mol": 23.32, "smiles": "O=C(CCc1ccc(S(=O)(=O)NC2CCCCC2)cc1)NCc1ccccn1", "species": ["H", "C", "H", "C", "O", "H", "H", "C", "H", "C", "H", "C", "H", "H", "H", "H", "O", "C", "C", "C", "C", "N", "C", "C", "C", "C", "C", "H", "C", "N", "H", "H", "S", "C", "H", "H", "H", "H", "C", "H", "C", "H", "H", "H", "H", "O", "H", "C", "H", "H", "C", "H", "N", "H", "C"], "xyz": [[-4.001440, 3.388245, -0.690930], [-2.330607, 0.742754, -1.800098], [3.408361, 2.067714, 1.421200], [3.541813, -1.231663, 1.830175], [-4.460778, -0.258986, 1.411774], [-2.570906, -1.596851, 2.185669], [-3.715354, -2.128510, -0.038304], [-2.480694, 1.932516, -1.095453], [-1.011957, -3.943588, -2.834876], [-2.724311, -2.352405, -0.401039], [-3.360072, -3.464941, -2.121455], [-1.219639, -3.361765, -1.951306], [1.376475, -1.100640, -0.350710], [3.608895, -1.863395, 2.718521], [0.791129, 2.844684, -0.971986], [-3.202482, 0.157001, -2.050338], [1.557894, -0.808999, -2.894244], [4.652676, 0.563741, 0.497969], [-3.816950, 2.323259, -0.537134], [2.143751, 0.511767, 0.664522], [-1.615466, -1.894350, 0.303044], [-2.265321, 0.248706, 1.345937], [-0.180578, -2.855617, -1.187869], [-3.580514, 0.560339, 1.256750], [3.381514, 1.404697, 0.552712], [-1.354590, 2.704771, -0.819321], [4.764545, -0.326560, 1.730661], [-1.468696, 3.651710, -0.311097], [-2.520314, -3.093833, -1.551932], [-0.369402, -2.131756, -0.092022], [-1.574675, 0.930689, 1.076077], [1.248141, 1.151587, 0.787924], [1.664419, 0.316370, -2.011764], [2.264111, -0.399967, 1.890423], [1.396883, -1.062136, 1.934703], [-4.609905, 1.758773, -1.028554], [5.520733, 1.221391, 0.427473], [3.501063, -1.877322, 0.952346], [-1.070828, 0.291104, -2.149071], [-4.849690, 2.262924, 1.358627], [0.038568, 1.035401, -1.802109], [2.270583, 0.222648, 2.788019], [0.849190, -3.025673, -1.470341], [-0.863263, -1.066304, 2.128471], [3.311446, 2.008821, -0.350235], [2.600455, 1.354174, -2.326291], [4.618373, -0.052834, -0.400756], [-0.092003, 2.258130, -1.171056], [-3.120502, 2.648419, 1.492649], [4.833279, 0.295850, 2.626924], [-1.804559, -1.106654, 1.577705], [-0.923756, -0.634719, -2.681337], [1.999594, -0.317210, -0.517559], [5.671086, -0.931778, 1.673397], [-3.855746, 2.030298, 0.975534]], "forces_ev_per_a": [[-0.1, 0.0, 0.0], [0.1, 0.2, 0.0], [0.0, 0.0, 0.0], [0.0, 0.1, 0.3], [-0.4, -0.4, -0.1], [0.2, 0.0, 0.0], [-0.1, 0.0, 0.1], [0.0, 0.1, -0.3], [0.0, -0.1, -0.1], [0.1, -0.1, -0.1], [-0.1, 0.0, 0.0], [0.0, 0.0, 0.0], [-0.2, -0.1, 0.0], [0.0, -0.1, -0.1], [0.1, 0.1, 0.1], [-0.1, -0.1, 0.0], [-0.3, -0.1, 0.1], [0.0, 0.2, 0.2], [0.1, 0.0, 0.1], [-0.1, 0.8, 0.5], [-0.2, 0.0, 0.2], [0.4, -0.1, 0.2], [-0.1, -0.3, -0.3], [0.3, 0.6, 0.2], [0.0, 0.0, -0.1], [0.0, -0.1, -0.1], [0.0, -0.2, -0.3], [0.0, 0.1, 0.1], [0.1, 0.0, 0.1], [0.1, 0.0, 0.3], [-0.1, 0.1, 0.0], [0.2, -0.1, 0.1], [0.0, -0.2, 0.2], [0.0, -0.2, -0.3], [-0.1, 0.0, 0.1], [0.0, 0.0, 0.0], [0.0, 0.0, -0.1], [0.0, -0.1, 0.0], [-0.1, -0.1, -0.1], [0.1, 0.0, 0.1], [0.6, -0.3, -0.1], [-0.1, 0.0, 0.0], [0.1, 0.0, -0.1], [-0.1, -0.1, -0.1], [0.0, 0.1, 0.2], [-0.2, 0.1, 0.2], [0.1, 0.0, -0.1], [0.0, 0.2, 0.1], [0.0, 0.0, 0.0], [0.0, 0.0, 0.1], [-0.2, -0.1, 0.1], [-0.1, -0.2, 0.0], [0.1, 0.0, -1.0], [0.0, 0.0, 0.1], [-0.3, -0.1, -0.1]], "lowdin_charge": [0.120, -0.018, 0.122, -0.197, 0.062, 0.131, 0.110, -0.244, 0.108, -0.018, 0.110, -0.055, 0.057, 0.110, 0.117, 0.121, -0.289, -0.192, -0.130, -0.366, -0.258, 0.091, -0.146, -0.503, -0.160, -0.033, -0.203, 0.122, -0.052, 0.102, 0.124, 0.126, 0.646, -0.152, 0.088, 0.122, 0.112, 0.111, -0.048, 0.122, -0.259, 0.123, 0.110, 0.111, 0.088, -0.279, 0.112, -0.058, 0.116, 0.112, -0.095, 0.105, -0.078, 0.108, -0.087]}

=====

3.
{"formula": "C21H27N3O5", "method": "wB97M-V/def2-TZVPD", "total_charge": 0, "relative_energy_kcal_mol": 27.59, "smiles": "CNC(=O)[C@H](Cc1c[nH]c2ccccc12)NC(C)=O.O=C1CCC[C@@H](C(=O)O)C1", "species": ["H", "C", "C", "C", "C", "C", "H", "H", "O", "H", "H", "H", "C", "H", "C", "H", "N", "O", "C", "N", "H", "H", "H", "H", "H", "C", "H", "O", "C", "O", "H", "H", "C", "H", "C", "C", "H", "H", "H", "C", "C", "C", "C", "H", "C", "C", "C", "C", "H", "H", "H", "N", "H", "O", "H", "H"], "xyz": [[-4.632609, -3.026234, 3.070762], [1.788844, 1.244988, 0.245648], [-3.942623, -3.040683, 3.912743], [-2.696775, -2.267166, 3.552704], [-1.148189, 0.677270, -4.917580], [-2.176124, 1.358222, 3.010054], [-0.033439, -1.139986, -5.056741], [1.365596, 1.514355, -4.452686], [3.645932, -0.174399, -4.857958], [1.075028, -1.721880, -1.528826], [1.281059, -1.680599, 1.919767], [-0.892136, -0.357762, 3.304454], [1.803714, -0.860220, 1.446489], [-1.307813, -1.380675, 1.080419], [1.058353, 0.181771, 0.854988], [-3.664316, -4.068809, 4.139267], [-2.873535, -1.006488, 3.165246], [-1.596748, -2.800568, 3.620862], [1.366682, 0.495241, -4.849110], [0.819793, 2.101455, -0.231446], [0.537398, 2.858580, 4.335150], [0.067027, 1.206053, 4.776065], [0.040463, 0.368630, -2.393717], [-2.414865, -0.068993, 0.684495], [-4.408009, -2.584827, 4.784504], [3.903873, 0.216321, 0.808175], [-1.639999, 3.159469, 3.640063], [-1.944009, 1.224023, -3.970096], [2.508552, -0.818625, -2.867346], [-1.302735, 0.880263, -6.108467], [-3.809853, -0.630780, 3.141114], [3.765776, -1.653487, 1.876112], [3.190171, 1.271498, 0.215229], [-0.955445, -1.045453, -2.751179], [-1.794309, -0.109590, 2.746225], [3.211485, -0.842556, 1.423310], [3.712830, 2.087464, -0.260180], [3.305276, -1.556819, -2.736750], [1.469274, 0.557920, -5.937315], [-1.518090, -0.323988, 1.252174], [-0.366201, 0.465749, 0.719186], [2.573537, -0.234180, -4.273151], [-0.007845, -0.549277, -2.987112], [1.000641, 2.970998, -0.712148], [-0.450733, 1.641722, 0.057811], [0.073942, 1.941103, 3.968767], [1.149987, -1.472561, -2.592594], [0.037197, -0.204889, -4.491729], [4.985560, 0.215826, 0.791328], [-1.379356, 2.146242, -0.186470], [0.671837, 1.559311, 3.140247], [-1.293265, 2.219114, 3.527790], [-2.609809, 1.726351, -4.464465], [-3.303366, 1.751827, 2.724874], [2.677680, -0.012197, -2.152010], [1.074694, -2.408076, -3.156949]], "forces_ev_per_a": [[-0.2, 0.0, 0.1], [-0.8, -0.8, 0.4], [0.0, 0.1, -0.1], [0.7, -1.5, 0.4], [0.9, -0.4, -1.7], [-1.1, -0.2, -0.3], [-0.1, 0.2, -0.1], [0.1, 0.0, 0.1], [-1.0, -0.3, 0.3], [0.0, 0.0, -0.1], [0.0, -0.1, 0.1], [-0.1, -0.2, 0.1], [0.5, 0.2, -0.1], [-0.2, -0.1, 0.2], [0.8, -0.2, 0.2], [0.0, 0.2, 0.0], [-0.3, 1.8, -0.2], [0.1, 0.3, -0.1], [-0.5, -0.7, -0.3], [0.1, 1.2, -0.6], [-0.2, -0.1, -0.1], [0.1, 0.1, 0.0], [0.0, 0.0, 0.0], [-0.1, 0.0, 0.1], [-0.2, 0.0, 0.0], [-1.1, 0.4, -0.2], [-0.1, -0.1, -0.1], [0.5, -0.4, -0.3], [-0.6, -0.6, -0.5], [-0.4, 0.2, 1.1], [0.1, 0.1, -0.1], [0.0, 0.0, 0.0], [0.1, -0.4, 0.3], [0.1, 0.2, 0.0], [0.2, -0.2, 0.2], [-1.0, 0.4, -0.2], [0.1, 0.1, -0.1], [0.1, 0.3, -0.1], [0.1, 0.1, 0.2], [0.3, 0.1, -0.4], [0.7, -0.3, 0.3], [1.7, 0.9, 0.0], [0.1, -0.3, -0.2], [0.0, -0.2, 0.1], [0.2, -0.2, 0.2], [-0.2, -0.2, -0.2], [-0.1, 0.3, 0.1], [-0.5, 0.4, 1.5], [0.0, 0.1, 0.0], [0.4, 0.2, -0.2], [0.1, 0.0, 0.1], [1.1, 0.2, 0.4], [0.0, 0.0, 0.0], [-0.1, -0.4, -0.1], [0.0, 0.2, 0.0], [0.0, 0.0, 0.0]], "lowdin_charge": [0.082, -0.222, 0.001, -0.559, -0.469, -0.457, 0.159, 0.141, 0.074, 0.104, 0.109, 0.135, -0.018, 0.126, -0.146, 0.084, 0.108, 0.037, -0.052, 0.078, 0.089, 0.089, 0.103, 0.129, 0.083, -0.089, 0.144, 0.111, -0.098, 0.092, 0.145, 0.096, -0.034, 0.124, -0.196, -0.085, 0.104, 0.126, 0.132, -0.079, -0.192, -0.358, -0.160, 0.154, -0.055, -0.048, -0.175, -0.212, 0.098, 0.140, 0.071, 0.042, 0.129, 0.040, 0.107, 0.118]}